1.
Computed, not measured: C4H6MgO3 as an isolated structure, with ωB97M-V/def2-TZVPD.

max |F| = 4.6 eV Å⁻¹
orbital gap (alpha / beta) = 0.218 / 0.208 Ha
net charge = +3
calculated total energy = -15793.1453 eV
LUMO (alpha / beta) = -15.69 / -16.02 eV
⟨S²⟩ = 0.754
spin multiplicity = 2

The geometry in XYZ format:
```
14
Properties=species:S:1:pos:R:3:forces:R:3:nbo_charge:R:1
Mg -2.565 -0.590 1.258 0.799 0.163 0.499 1.894
O 2.529 -3.456 -3.433 2.003 1.332 -0.501 -0.488
O -0.544 0.110 1.501 -2.651 -0.506 0.014 -0.694
O 1.283 -0.853 0.556 -3.061 -0.057 1.947 -0.350
C 1.900 -2.602 -1.207 3.755 -2.425 -1.177 -0.573
C 0.213 -0.896 1.093 3.721 -0.264 -1.961 0.691
C -0.174 1.511 1.183 0.702 1.435 0.008 -0.284
C 2.435 -2.876 -2.356 -3.964 -1.126 0.680 0.787
H 0.543 1.799 1.956 -0.294 0.189 -0.094 0.278
H 0.859 -2.873 -1.006 0.534 0.366 -0.025 0.313
H 2.837 -3.092 -0.661 -1.485 1.562 0.500 0.364
H 2.909 -4.362 -3.413 -0.302 -0.473 -0.214 0.594
H -1.123 2.049 1.223 0.343 0.176 0.216 0.216
H 0.275 1.602 0.191 -0.100 -0.373 0.107 0.254
```
Forces are in eV/Å.


2.
Computed, not measured: a 2-piece molecular cluster, C26H26N3O overall, with ωB97M-V/def2-TZVPD.

energy relative to the best compared isomer or geometry (same formula, charge and spin) = 60.7 kJ/mol
max |F| = 2.0 eV Å⁻¹
orbital gap = 0.236 Ha
net charge = +1
calculated total energy = -33896.1397 eV
LUMO = -4.24 eV
spin multiplicity = 1

The geometry in XYZ format:
```
56
Properties=species:S:1:pos:R:3:forces:R:3:nbo_charge:R:1
O -2.285 -1.191 5.435 0.391 -0.094 -0.868 -0.473
N 1.276 1.607 0.371 -0.326 0.464 0.335 -0.522
N 3.174 2.685 0.729 0.522 0.049 -0.073 -0.549
N -2.243 -1.570 -2.206 0.217 0.405 1.992 -0.283
C -2.002 -0.724 4.190 0.275 -0.112 0.029 0.372
C -2.709 -2.869 -2.647 -0.221 -0.527 0.002 -0.416
C -1.022 -0.911 1.990 -0.305 0.308 -0.255 -0.089
C 4.760 1.065 -0.349 0.126 -0.231 -0.199 -0.228
C 2.309 0.853 -0.191 0.806 0.433 0.191 0.091
C 3.742 -2.222 -1.922 0.016 -0.371 -0.193 -0.629
C -2.217 1.114 2.635 0.385 -0.084 -0.609 -0.128
C 4.780 -0.170 -0.996 -0.016 0.513 0.257 -0.216
C 1.832 2.682 0.917 0.452 -1.165 -0.794 0.413
C -1.354 0.888 0.308 -0.581 -0.500 -0.493 0.151
C -1.223 1.803 -2.813 0.070 0.135 -0.592 -0.196
C -1.637 0.143 -0.834 0.392 0.289 0.026 -0.224
C 1.222 3.810 1.652 -0.412 0.027 0.026 -0.663
C -1.534 0.590 -2.226 -0.190 -0.488 -0.242 0.012
C -2.489 0.569 3.869 0.125 -0.583 0.184 -0.263
C -2.109 -1.196 -0.907 0.021 -0.108 -1.355 0.159
C 3.603 -0.897 -1.239 -0.547 0.410 0.243 -0.011
C -1.746 -2.482 5.796 -0.169 0.344 -0.024 -0.262
C 3.521 1.541 0.030 -0.259 -0.065 0.163 0.155
C -1.285 1.903 -4.216 0.100 -0.073 0.460 -0.193
C -1.509 0.372 1.641 -0.042 -0.456 0.936 -0.201
C -1.903 -0.500 -3.043 0.119 0.572 0.011 0.110
C -1.230 -1.449 3.249 -0.449 0.214 0.519 -0.327
C -1.636 0.803 -5.018 -0.062 -0.275 0.512 -0.189
C 2.352 -0.390 -0.843 0.150 0.309 0.126 -0.227
C -1.953 -0.432 -4.429 0.110 0.445 -0.162 -0.216
H -1.047 2.850 -4.699 -0.072 -0.241 0.165 0.232
H -2.049 -3.668 -2.287 -0.065 0.288 -0.113 0.229
H 1.696 3.909 2.640 -0.270 0.000 -0.259 0.241
H -2.128 -3.277 5.140 0.006 0.251 0.178 0.186
H 1.415 -0.922 -1.014 0.322 -0.065 -0.070 0.204
H 5.725 -0.597 -1.324 -0.155 0.140 0.101 0.219
H -2.238 -1.296 -5.023 0.069 0.267 -0.008 0.226
H -0.825 -2.427 3.519 -0.116 0.437 -0.249 0.235
H -2.720 -2.886 -3.736 -0.054 -0.065 0.202 0.232
H -0.648 -2.474 5.763 -0.274 0.059 0.065 0.188
H 5.648 1.656 -0.132 -0.026 -0.318 -0.162 0.220
H -2.373 -1.861 -0.095 -0.001 0.009 -0.177 0.241
H -1.090 1.933 0.182 -0.361 -0.106 0.000 0.244
H 3.428 -3.049 -1.274 0.030 0.136 -0.112 0.219
H -3.080 1.094 4.619 0.186 -0.080 -0.224 0.246
H 3.811 3.400 1.054 -0.184 -0.220 -0.091 0.421
H -3.719 -3.064 -2.266 0.207 0.124 -0.172 0.231
H 3.151 -2.273 -2.844 0.078 0.000 0.143 0.218
H -1.671 0.919 -6.103 0.014 -0.087 0.374 0.235
H 1.387 4.744 1.093 -0.186 -0.224 0.227 0.240
H 0.152 3.619 1.767 0.172 0.245 0.106 0.232
H -0.460 -1.483 1.251 0.020 0.231 0.246 0.212
H 4.795 -2.383 -2.183 -0.295 -0.097 -0.012 0.221
H -0.946 2.637 -2.170 -0.005 -0.009 -0.373 0.226
H -2.098 -2.629 6.815 0.127 -0.144 -0.105 0.219
H -2.599 2.106 2.373 0.135 -0.314 0.168 0.225
```
Forces are in eV/Å.


3.
Computed, not measured: C28H42NO2SiSn as an isolated structure, with ωB97M-V/def2-TZVPD.

energy relative to the best compared isomer or geometry (same formula, charge and spin) = 0.0 kJ/mol
max |F| = 2.6 eV Å⁻¹
orbital gap = 0.203 Ha
net charge = -1
calculated total energy = -49010.4792 eV
LUMO = 2.04 eV
spin multiplicity = 1

The geometry in XYZ format:
```
75
Properties=species:S:1:pos:R:3:forces:R:3:mulliken_charge:R:1
Sn -0.250 -0.258 1.515 -0.213 -0.195 1.450 0.746
Si 1.986 1.911 3.175 -1.718 -1.576 1.198 0.276
O 0.716 0.014 -1.693 -1.168 0.918 -0.498 -0.329
O -0.005 -0.360 -5.622 -0.106 1.011 -2.213 -0.339
N 0.730 0.805 3.698 0.586 0.547 -1.698 0.188
C -1.147 -0.088 -3.231 -0.480 0.527 0.194 -0.170
C -2.578 0.922 1.305 -0.856 -0.795 0.471 -1.155
C -0.167 -0.964 -6.933 0.038 -0.310 -1.048 1.524
C -2.556 0.331 2.625 -0.904 0.377 -0.695 -0.651
C -0.290 -0.878 -2.245 0.110 -0.582 0.553 0.089
C -1.411 -1.821 -7.073 0.069 -0.152 0.200 -1.809
C -2.970 -0.107 0.386 -0.305 0.419 0.772 0.005
C -3.019 -1.015 2.504 0.521 0.580 -0.391 -0.423
C -0.114 -3.320 2.027 0.439 0.224 -0.166 -0.596
C -0.331 0.386 -7.664 0.052 -0.393 0.582 -0.831
C -1.111 -0.681 6.521 0.441 0.615 -0.098 -0.915
C -0.213 0.964 -6.271 0.189 0.163 0.665 -0.446
C -0.798 0.212 7.562 -0.059 -0.077 0.195 -0.460
C 3.520 1.442 4.147 0.610 0.286 0.048 -1.088
C 1.423 3.678 3.398 0.336 0.704 -0.002 -1.181
C 1.069 -1.712 -7.373 0.068 -0.256 0.111 -1.715
C 2.374 1.705 1.350 0.210 0.174 -0.200 -1.170
C -0.566 -0.490 5.259 -0.055 0.030 0.111 0.339
C 0.792 -2.691 2.925 0.218 0.147 -0.565 -0.504
C 0.626 1.476 6.057 -0.198 -0.230 0.048 -0.221
C 1.698 -1.895 2.167 -0.125 -0.911 -0.788 -0.475
C -0.327 1.208 -3.415 0.368 -0.463 0.078 -0.272
C 1.344 -2.042 0.766 0.457 -1.494 0.707 -0.777
C 0.084 1.276 7.325 -0.184 -0.362 -0.300 -0.858
C 0.232 1.351 -2.013 0.248 -0.227 0.469 -0.353
C 0.226 -2.947 0.703 0.948 0.208 0.267 -0.574
C 0.293 0.611 4.964 -0.055 0.209 0.220 -0.122
C -3.243 -1.285 1.131 0.036 0.566 -0.092 -0.793
H 1.964 -1.085 -7.286 -0.208 -0.103 -0.096 0.392
H 4.394 2.039 3.853 0.005 -0.057 0.075 0.390
H -2.350 0.850 3.564 -0.014 -0.186 -0.384 0.618
H 2.268 0.693 0.943 0.133 0.113 0.107 0.429
H -1.489 -2.114 -8.132 -0.137 0.030 0.357 0.454
H -1.316 0.528 -8.108 0.278 0.040 -0.259 0.292
H -1.134 1.468 -5.934 0.454 -0.246 0.164 0.178
H 3.440 1.973 1.276 -0.207 -0.029 -0.237 0.440
H 3.394 1.549 5.231 -0.073 -0.001 -0.230 0.310
H 0.666 1.606 -6.118 -0.385 -0.104 0.102 0.363
H 0.344 1.962 8.136 -0.092 -0.191 -0.205 0.346
H 0.255 -1.684 -2.749 -0.080 0.045 0.147 0.393
H -0.880 -4.044 2.305 0.127 0.379 -0.078 0.378
H -0.581 1.660 -1.321 0.394 -0.223 -0.096 0.099
H -1.784 -1.521 6.684 0.095 0.138 0.072 0.373
H 1.919 -1.679 -0.088 -0.296 0.044 0.328 0.694
H 0.510 1.028 -4.112 -0.360 0.144 0.629 0.014
H 0.649 3.930 2.660 0.136 -0.140 0.104 0.271
H -1.241 0.073 8.551 0.154 0.043 -0.246 0.310
H 1.012 3.898 4.391 0.127 -0.153 -0.214 0.319
H 3.765 0.388 3.956 -0.132 0.193 -0.038 0.277
H -0.795 -1.181 4.445 0.022 0.240 0.286 0.310
H 1.075 2.043 -1.897 -0.142 -0.195 -0.092 0.369
H -1.319 -2.724 -6.458 -0.152 0.108 -0.083 0.377
H -2.446 1.977 1.072 0.209 -0.290 0.056 0.621
H -0.905 -1.308 -1.418 0.460 0.259 -0.487 -0.259
H -0.196 -3.361 -0.214 -0.071 0.340 0.317 0.419
H 1.294 2.324 5.880 -0.254 -0.323 0.109 0.172
H 1.213 -2.598 -6.749 0.052 0.009 -0.069 0.381
H 0.506 0.637 -8.314 -0.254 0.017 -0.197 0.337
H 1.800 2.393 0.713 0.142 -0.154 0.144 0.095
H 0.862 -2.865 4.002 -0.210 0.267 -0.420 0.470
H 0.921 -2.030 -8.416 0.229 0.056 0.247 0.386
H -3.120 0.026 -0.686 0.119 -0.090 0.311 0.413
H -2.311 -1.263 -6.777 0.222 -0.198 -0.073 0.365
H 2.584 -1.391 2.561 -0.504 -0.007 -0.174 0.433
H -3.649 -2.208 0.721 0.282 0.154 0.098 0.398
H -3.242 -1.676 3.341 0.335 0.087 -0.296 0.452
H 2.272 4.356 3.228 -0.156 0.105 0.015 0.370
H -2.120 0.156 -2.788 0.179 0.070 0.126 0.145
H -0.900 2.064 -3.774 -0.071 0.009 0.222 0.308
H -1.349 -0.626 -4.156 0.127 0.119 0.377 0.161
```
Forces are in eV/Å.


4.
Computed, not measured: an isolated molecule of C5H8O2, with ωB97M-V/def2-TZVPD.

energy relative to the best compared isomer or geometry (same formula, charge and spin) = 103.6 kJ/mol
max |F| = 1.2 eV Å⁻¹
orbital gap = 0.360 Ha
calculated total energy = -9408.7581 eV
LUMO = 0.16 eV
spin multiplicity = 1
SMILES = CCCC(=O)C=O

The geometry in XYZ format:
```
15
Properties=species:S:1:pos:R:3:forces:R:3:nbo_charge:R:1
O 1.285 -1.204 1.613 0.432 0.314 -0.567 -0.501
O 2.699 1.551 0.481 -0.292 -0.005 0.008 -0.493
C 0.288 0.102 -0.159 -0.010 -0.004 -0.017 -0.515
C -1.094 -0.455 0.182 0.047 -0.064 0.062 -0.396
C -2.189 0.090 -0.740 0.004 0.022 -0.012 -0.603
C 2.772 0.345 0.466 -0.106 1.030 0.066 0.324
C 1.423 -0.414 0.709 -0.072 -0.093 0.194 0.517
H 3.797 -0.030 0.316 -0.366 -1.102 0.163 0.150
H -3.166 -0.331 -0.475 0.186 0.063 -0.034 0.215
H -1.996 -0.163 -1.790 0.006 0.032 0.169 0.201
H 0.309 1.196 -0.072 0.005 -0.129 -0.037 0.251
H -2.271 1.181 -0.671 0.057 -0.171 0.003 0.204
H 0.548 -0.108 -1.208 0.009 0.016 0.112 0.226
H -1.333 -0.211 1.223 0.071 -0.045 -0.134 0.212
H -1.072 -1.549 0.123 0.029 0.133 0.025 0.209
```
Forces are in eV/Å.


5.
Computed, not measured: a 4-piece molecular cluster, C18H20F24O4P overall, with ωB97M-V/def2-TZVPD.

max |F| = 2.9 eV Å⁻¹
orbital gap = 0.155 Ha
net charge = -1
calculated total energy = -101684.8654 eV
LUMO = 2.28 eV
spin multiplicity = 1

The geometry in XYZ format:
```
67
Properties=species:S:1:pos:R:3:forces:R:3:nbo_charge:R:1
P 2.096 1.501 2.781 -0.560 -1.738 -0.408 0.574
F -0.862 1.450 -1.727 -0.710 0.081 0.054 -0.302
F 0.829 1.094 -5.911 0.377 -0.046 -0.250 -0.322
F 1.308 -2.476 -7.090 0.479 -0.391 -0.057 -0.316
F -1.191 -1.850 5.847 -0.213 -0.537 0.481 -0.309
F -3.484 1.526 -2.890 -0.033 0.427 0.279 -0.324
F -3.756 -0.795 -2.674 0.190 -0.601 -0.660 -0.324
F -2.870 3.333 -1.861 0.148 -0.152 0.221 -0.328
F 2.360 -0.157 -7.833 -0.053 0.078 0.353 -0.317
F -3.714 -1.312 7.105 0.404 -0.222 0.064 -0.313
F 3.176 -2.353 -4.863 0.013 -0.940 -0.481 -0.310
F -1.777 1.863 0.203 -0.618 -0.033 -0.308 -0.324
F -0.357 0.277 6.382 -0.375 0.810 -0.450 -0.312
F -2.927 -2.215 8.921 0.466 -0.105 -0.163 -0.334
F -1.334 1.041 3.886 -0.402 -0.102 0.847 -0.300
F -2.716 -0.931 -5.256 -0.154 -0.243 0.379 -0.329
F 4.324 -3.903 -5.849 -0.670 0.072 -0.388 -0.321
F -2.694 -2.654 -3.003 0.259 0.489 -0.432 -0.324
F -2.767 -0.284 4.851 -0.059 0.432 0.212 -0.324
F 1.520 -4.316 -5.946 0.519 0.203 0.029 -0.321
F 3.369 1.529 -6.899 -0.167 -0.249 0.496 -0.327
F 1.377 -0.895 -5.240 -0.119 0.385 -0.069 -0.328
F -0.930 2.366 6.361 -0.566 -0.499 -0.378 -0.315
F -2.229 -3.586 6.630 -0.208 0.118 0.305 -0.329
F -1.612 0.553 -4.108 0.019 -0.668 0.060 -0.314
O 4.130 -1.942 -6.877 -1.515 -0.660 0.962 -0.510
O -1.707 -1.103 -1.753 -1.206 0.561 -1.624 -0.495
O -2.267 0.934 7.412 0.773 -0.755 -1.291 -0.512
O 1.731 1.768 -0.013 -1.697 0.121 0.183 -0.805
C 0.840 2.910 3.084 -0.709 1.768 1.047 -0.976
C -1.965 -0.196 8.235 -0.009 0.731 0.846 -0.141
C -2.558 -1.539 7.785 -0.788 0.650 -0.068 0.593
C 2.186 -3.458 -6.765 -0.843 -0.201 -0.371 0.501
C 1.886 0.319 -5.543 -0.848 0.743 0.592 0.510
C -2.244 -0.211 -0.772 0.243 -0.707 0.929 -0.149
C -1.427 1.101 6.273 0.787 0.153 1.795 0.846
C -2.523 -1.307 -2.905 0.045 -0.373 2.228 0.845
C -3.177 2.022 -1.671 -0.347 0.890 -0.193 0.519
C 3.858 2.169 3.101 1.185 0.830 -0.580 -0.953
C -1.882 -0.774 -4.193 0.572 0.506 -0.620 0.495
C -2.012 1.286 -1.020 1.271 -0.385 -0.017 0.594
C 4.152 -0.608 -6.361 1.122 0.158 -0.088 -0.146
C 2.918 0.254 -6.663 0.247 -0.258 -0.851 0.594
C 3.437 -2.896 -6.076 1.777 1.246 0.514 0.845
C 1.967 0.753 1.030 -1.039 0.346 1.272 -0.602
C -1.609 -2.431 6.993 0.388 -0.778 -0.686 0.517
C -2.179 0.936 4.946 -0.096 -0.105 -1.196 0.502
H 4.472 1.333 3.661 -1.301 1.731 -1.085 0.218
H 0.099 3.107 2.198 1.392 -0.436 1.451 0.202
H 2.312 0.755 -4.634 0.150 -0.042 -0.077 0.167
H 3.870 3.162 3.743 -0.044 -2.000 -1.201 0.200
H 2.449 -3.990 -7.682 0.223 0.045 0.103 0.152
H -3.292 -0.440 -0.538 0.194 0.247 -0.289 0.200
H 4.401 2.376 2.073 -0.921 -0.297 1.991 0.215
H 4.432 -0.583 -5.300 -0.387 -0.025 -0.227 0.222
H -0.730 -2.702 7.586 -0.072 0.143 0.129 0.143
H -2.430 0.042 9.200 -0.149 -0.116 -0.330 0.222
H -2.960 1.693 4.841 0.107 0.090 0.228 0.150
H 0.765 2.035 0.057 1.788 -0.251 -0.141 0.425
H -1.700 -0.463 0.147 0.165 0.217 -0.317 0.252
H 0.189 2.588 4.031 1.559 0.965 -2.217 0.213
H -0.892 -0.265 8.461 -0.256 -0.163 -0.334 0.214
H -4.074 1.981 -1.045 0.101 -0.129 0.097 0.137
H 1.341 3.956 3.353 -1.013 -2.018 -0.582 0.196
H 1.004 0.049 1.068 1.640 1.216 0.189 0.100
H 4.997 -0.134 -6.876 -0.352 -0.105 -0.107 0.227
H -0.945 -1.293 -4.409 -0.106 -0.119 0.200 0.168
```
Forces are in eV/Å.